A 8-piece molecular cluster, C22H59O8 overall at a distorted geometry. Source: OMol25; level of theory: ωB97M-V with the def2-TZVPD basis set.

Properties
total charge = -1
DFT total energy = -40147.600 eV
HOMO energy = -2.28 eV
F_max = 0.0640 Eh/bohr

```
89
Properties=species:S:1:pos:R:3:forces:R:3
C 1.259 0.489 -0.522 -1.63 -0.87 -0.23
C 1.598 1.705 0.301 3.14 0.42 0.88
C 0.409 2.497 0.837 -0.54 -0.25 0.03
O 2.637 1.474 1.201 -1.67 -0.01 -0.59
H 1.069 -0.367 0.126 0.24 -0.12 0.03
H 1.954 0.202 -1.310 0.48 0.18 0.37
H 0.314 0.641 -1.059 -0.26 0.10 -0.19
H 2.012 2.380 -0.473 0.04 0.67 -0.71
H -0.332 2.655 0.046 -0.16 0.04 -0.16
H 0.711 3.487 1.181 0.26 -0.10 0.09
H -0.098 1.988 1.661 0.13 -0.15 0.16
C 0.443 3.380 -4.932 0.90 1.41 -0.76
C 0.292 2.372 -3.856 -0.94 0.57 2.16
C -1.154 1.954 -3.781 -0.64 -0.73 -0.26
O 1.123 1.268 -4.001 0.26 -1.24 -0.87
H -0.101 4.314 -4.781 -0.49 -0.26 0.28
H 0.170 2.997 -5.916 0.04 -0.18 0.02
H 1.466 3.763 -4.971 0.26 -0.36 -0.23
H 0.510 2.760 -2.854 0.17 0.70 -0.08
H -1.373 1.490 -4.746 -0.46 -0.09 0.04
H -1.835 2.787 -3.600 0.28 0.34 -0.38
H -1.437 1.271 -2.979 0.61 -0.32 -0.04
H 2.038 1.557 -4.041 0.02 0.06 0.11
C -1.075 -2.910 3.844 0.27 -0.71 -1.05
C 0.285 -2.248 3.560 -0.64 -1.69 0.62
C 0.381 -1.657 2.187 -0.26 1.06 0.62
O 0.473 -1.334 4.640 0.35 0.70 -0.62
H -1.305 -3.731 3.157 0.48 -0.35 0.01
H -1.937 -2.273 3.641 0.20 0.57 0.73
H -1.000 -3.327 4.848 -0.66 0.13 0.11
H 1.061 -3.012 3.670 0.02 -0.26 -0.10
H 1.381 -1.267 1.995 -0.17 0.36 -0.02
H -0.372 -0.865 2.214 0.33 0.48 -0.50
H 0.091 -2.315 1.369 0.04 -0.41 0.32
H 0.563 -1.882 5.423 0.05 0.11 0.10
C -0.860 -5.184 0.008 -1.75 0.00 -0.03
C -0.512 -4.731 -1.383 0.16 1.88 0.41
C -0.683 -3.199 -1.619 -0.04 -0.37 -0.96
O 0.822 -5.085 -1.606 1.05 -0.49 -0.65
H -0.557 -6.224 0.121 0.17 0.13 0.36
H -1.948 -5.146 0.118 -0.15 -0.18 0.04
H -0.532 -4.503 0.794 0.65 -0.21 -0.07
H -1.108 -5.224 -2.152 0.07 -0.27 0.12
H -0.113 -2.927 -2.510 0.04 -0.25 -0.16
H -0.301 -2.490 -0.885 -0.22 -0.39 0.53
H -1.712 -2.972 -1.904 -0.14 0.15 0.44
H 1.355 -4.654 -0.930 0.06 0.02 0.03
C 5.346 -1.713 -3.057 0.63 -0.22 -1.54
C 4.004 -2.021 -2.458 0.31 -1.09 -0.49
C 3.474 -3.442 -2.866 0.10 0.98 -0.11
O 4.224 -2.009 -1.085 -0.35 -0.27 1.47
H 5.566 -0.646 -3.062 -0.01 -0.02 0.01
H 5.363 -2.107 -4.078 -0.04 0.51 -0.32
H 6.196 -2.230 -2.610 -0.31 -0.05 0.59
H 3.315 -1.207 -2.698 -0.31 -0.25 -0.27
H 2.405 -3.546 -2.688 0.05 0.02 0.17
H 4.019 -4.182 -2.276 0.02 -0.06 0.04
H 3.633 -3.702 -3.913 0.08 0.24 -0.07
H 3.795 -2.794 -0.736 -0.06 0.24 0.44
C -2.207 3.326 3.714 0.44 0.00 0.53
C -1.695 2.349 4.792 0.09 0.73 0.08
C -2.088 0.939 4.531 0.10 -0.79 -0.66
O -0.270 2.335 4.804 0.06 0.54 -0.39
H -1.757 3.006 2.774 -0.26 0.06 -0.14
H -1.855 4.343 3.902 0.17 0.03 0.12
H -3.292 3.419 3.649 -0.06 -0.40 -0.04
H -1.914 2.671 5.815 -0.98 0.02 -0.05
H -1.469 0.304 5.163 -0.48 -0.25 0.18
H -1.786 0.673 3.515 0.26 0.13 -0.06
H -3.156 0.723 4.523 -0.03 0.12 0.65
H -0.063 3.274 4.778 0.70 -0.11 -0.07
C -2.922 1.085 0.639 0.68 -0.42 1.21
C -3.789 -0.160 0.790 -0.75 0.31 -0.17
C -4.619 -0.185 2.061 0.21 0.36 0.81
O -4.703 -0.108 -0.306 -0.15 -0.28 -0.77
H -2.202 1.098 -0.178 -0.36 -0.29 -0.27
H -2.297 1.174 1.529 0.04 0.00 0.04
H -3.523 1.995 0.633 -0.25 -0.15 -0.24
H -3.269 -1.121 0.833 0.61 0.20 -0.67
H -4.051 -0.645 2.873 0.09 0.18 0.11
H -5.529 -0.777 1.967 0.01 0.03 -0.31
H -4.885 0.830 2.363 -0.16 -0.02 0.07
H -4.871 -0.995 -0.633 -0.03 -0.01 0.05
C 2.073 5.657 -2.321 0.10 0.51 -1.28
O 2.301 4.820 -1.241 0.07 0.20 0.33
H 2.077 5.119 -3.273 -0.15 -0.12 -0.04
H 1.131 6.211 -2.282 -0.23 -0.20 0.33
H 2.843 6.422 -2.459 0.27 0.01 0.38
H 2.375 3.915 -1.556 -0.08 -0.24 0.41
```
Positions in Å, forces in eV/Å.

C22H60F3NaO11S9 as an isolated structure at a distorted geometry. Source: OMol25; level of theory: ωB97M-V with the def2-TZVPD basis set.

Properties
DFT total energy = -156389.030 eV
HOMO energy = -8.30 eV
F_max = 0.0454 Eh/bohr
relative energy (zero: lowest compared OMol25 entry of this formula, charge and spin) = 0.000 eV

```
106
Properties=species:S:1:pos:R:3:forces:R:3
Na 14.546 25.409 21.432 -0.37 -0.16 0.64
C 11.430 26.407 21.800 0.47 0.62 1.02
O 11.659 25.673 20.622 -0.19 0.17 -1.03
O 12.515 26.362 22.554 0.07 0.15 -0.04
C 11.024 27.886 21.451 0.50 0.57 -0.67
F 11.240 28.761 22.447 0.06 -0.29 0.35
F 11.716 28.408 20.394 0.01 -0.35 -0.02
F 9.721 28.025 21.130 -0.25 -0.26 -0.06
C 10.544 25.256 19.873 -0.23 -0.77 -0.73
C 10.986 24.283 18.800 -0.81 -1.57 0.23
H 11.243 23.305 19.228 0.63 0.37 0.26
H 10.074 23.972 18.272 0.10 0.57 -0.38
H 11.757 24.557 18.086 -0.01 0.35 0.12
H 9.943 26.011 19.348 0.42 0.68 0.45
H 9.827 24.710 20.499 0.04 0.13 0.27
H 10.493 26.051 22.268 -0.17 -0.46 0.12
C 8.364 30.162 26.803 1.67 -1.12 -0.95
S 8.217 30.987 25.177 -1.27 1.15 -0.71
O 9.318 32.000 24.960 -0.29 -1.22 0.51
C 8.463 29.677 23.903 1.36 -0.15 1.59
H 9.439 30.041 26.967 -0.04 0.51 0.40
H 8.087 29.105 26.785 -0.61 0.22 -0.21
H 7.860 30.704 27.592 -0.03 0.27 -0.18
H 7.928 28.758 24.128 -0.65 0.31 -0.20
H 9.516 29.398 23.992 0.06 0.17 -0.29
H 8.285 30.115 22.929 -0.28 0.03 0.04
C 10.274 28.049 14.022 0.38 -0.24 0.69
S 9.737 27.807 15.747 0.55 0.17 -0.04
O 8.844 26.622 15.717 -0.41 -0.14 -0.05
C 11.280 27.171 16.384 0.99 -0.67 -0.65
H 9.478 28.628 13.566 0.00 -0.32 -0.40
H 10.421 27.025 13.678 -0.48 0.07 -0.42
H 11.234 28.555 13.917 -0.13 0.31 0.35
H 11.137 26.809 17.399 0.00 0.42 0.14
H 12.120 27.850 16.232 -0.34 0.49 0.54
H 11.594 26.299 15.797 -0.54 -0.13 -0.09
C 14.870 28.688 20.762 -1.11 -0.55 -0.66
S 15.661 27.687 19.460 -0.03 -1.15 0.17
O 16.054 26.375 20.104 0.32 0.78 0.11
C 14.233 27.186 18.462 -0.25 0.60 0.49
H 14.137 28.073 21.297 0.32 -0.19 0.19
H 14.238 29.444 20.290 0.43 0.29 -0.05
H 15.619 29.109 21.423 0.13 -0.02 -0.11
H 13.601 26.446 18.958 0.05 0.32 0.55
H 14.554 26.682 17.554 0.36 0.52 -0.16
H 13.695 28.126 18.319 -0.27 -0.29 -0.60
C 13.556 25.190 25.516 0.37 0.51 0.28
S 14.513 23.943 24.656 0.46 -0.11 0.33
O 15.556 24.604 23.786 -0.62 0.14 0.03
C 15.439 23.311 26.101 -1.26 -1.11 -0.81
H 14.199 25.935 25.994 0.18 -0.08 -0.25
H 12.981 24.756 26.336 -0.18 -0.33 -0.27
H 12.932 25.708 24.787 -0.08 -0.22 -0.12
H 16.213 22.681 25.662 0.69 0.79 0.15
H 14.817 22.518 26.533 -0.34 0.50 0.34
H 15.655 24.099 26.811 0.56 -0.06 -0.06
C 11.082 19.148 17.151 -0.41 0.73 -0.06
S 11.074 20.932 17.660 1.26 0.12 -1.15
O 12.276 21.623 17.047 -0.66 -0.81 0.76
C 9.757 21.459 16.587 -1.25 -0.28 0.30
H 10.221 18.716 17.662 0.18 -0.23 0.13
H 12.025 18.690 17.434 -0.04 0.09 0.31
H 10.944 19.013 16.079 0.07 0.32 -0.04
H 8.792 21.066 16.928 0.16 -0.35 -0.03
H 9.963 21.108 15.580 0.08 0.27 -0.10
H 9.614 22.534 16.667 0.56 0.06 -0.20
C 9.545 26.335 24.932 -0.18 -0.59 1.40
S 9.425 25.929 26.753 0.96 1.58 -0.54
O 9.952 27.171 27.437 -0.73 -0.99 -0.28
C 7.629 25.976 26.741 -0.83 0.21 -0.52
H 8.966 25.528 24.488 0.18 0.17 -0.60
H 10.586 26.385 24.619 0.02 -0.39 0.02
H 9.102 27.318 24.807 -0.17 -0.14 0.03
H 7.238 25.114 26.195 0.25 -0.15 0.07
H 7.289 26.850 26.180 0.11 0.13 0.15
H 7.148 25.990 27.716 0.49 -0.03 0.23
C 13.803 21.053 20.215 -0.69 1.28 0.20
S 15.293 22.104 20.213 0.90 -0.58 0.01
O 14.918 23.550 20.282 -0.59 -0.54 -0.04
C 15.842 21.768 21.927 -0.55 0.78 -0.56
H 13.295 21.262 21.160 0.01 -0.49 0.09
H 13.967 20.004 19.988 0.44 -0.01 0.33
H 13.130 21.439 19.445 0.37 0.15 -0.20
H 14.996 22.152 22.499 -0.03 -0.46 0.33
H 16.643 22.478 22.126 0.23 -0.17 -0.17
H 16.127 20.740 22.127 -0.14 -0.06 -0.05
C 12.001 29.216 25.560 -0.67 0.79 1.77
S 13.772 29.215 25.928 -0.96 -0.17 -0.72
O 13.996 27.970 26.726 0.25 0.30 -0.25
C 14.188 28.829 24.190 0.65 -0.79 0.48
H 11.448 29.257 26.509 0.56 -0.61 0.30
H 11.732 28.275 25.091 -0.02 0.31 -0.55
H 11.633 30.183 25.199 0.42 -0.32 -1.16
H 15.272 28.698 24.188 0.05 0.26 -0.22
H 13.845 29.546 23.448 0.01 0.33 0.32
H 13.760 27.856 23.941 -0.23 0.05 0.07
C 11.249 32.837 16.609 -0.43 0.00 -0.38
S 11.040 31.037 16.845 2.29 -0.03 0.46
O 12.125 30.357 16.023 -1.16 0.47 0.02
C 11.833 30.957 18.501 -0.07 0.44 -0.35
H 10.886 33.401 17.469 -0.20 -0.20 0.04
H 10.645 33.075 15.733 -0.03 0.13 0.07
H 12.270 33.151 16.400 0.19 -0.53 0.12
H 11.150 31.231 19.303 -0.04 -0.24 0.05
H 12.693 31.628 18.505 -0.11 0.17 -0.17
H 12.244 29.956 18.578 -0.48 -0.18 0.13
```
Positions in Å, forces in eV/Å.

C22H60NO27P2S6Zr as an isolated structure at a distorted geometry. Source: OMol25; level of theory: ωB97M-V with the def2-TZVPD basis set.

Properties
DFT total energy = -165431.320 eV
expectation value of S² = 0.762
spin multiplicity = 2
HOMO energy (alpha / beta) = -8.61 / -8.61 eV
F_max = 0.1220 Eh/bohr

```
119
Properties=species:S:1:pos:R:3:forces:R:3
Zr 14.897 28.015 -6.518 1.20 -5.10 -0.87
C 10.187 24.494 -7.423 -0.16 0.66 0.36
C 9.741 24.384 -8.868 -0.36 -0.60 -1.05
C 9.042 25.628 -9.485 0.42 -0.48 0.10
O 8.800 25.510 -10.890 0.88 0.38 0.38
C 8.127 26.683 -11.422 0.13 -0.67 0.59
N 10.956 23.930 -9.696 -3.09 0.54 -0.14
H 11.037 22.931 -9.570 0.97 -0.15 0.09
H 10.712 24.088 -10.663 0.04 0.05 -0.84
H 11.725 24.544 -9.467 1.85 0.05 0.51
H 9.367 24.866 -6.809 -0.14 -0.25 0.03
H 10.996 25.203 -7.248 0.13 0.26 -0.46
H 10.555 23.556 -7.009 -0.29 -0.22 -0.17
H 9.004 23.592 -9.000 0.16 -0.32 0.19
H 9.687 26.461 -9.206 -0.24 0.66 -0.34
H 8.063 25.688 -9.008 0.09 0.30 0.49
H 8.503 27.603 -10.973 0.09 0.02 0.18
H 7.070 26.568 -11.184 -0.12 0.25 -0.15
H 8.280 26.755 -12.499 0.01 -0.44 0.13
P 14.615 30.304 -5.413 0.82 2.95 2.87
O 14.684 30.037 -6.940 -0.55 3.57 -2.94
O 15.783 29.264 -5.231 2.76 2.73 3.59
O 14.426 31.597 -4.626 0.68 -3.35 -2.59
O 13.613 29.129 -5.326 -3.94 -0.24 2.02
P 13.877 26.272 -8.129 1.88 1.12 3.03
O 13.232 25.173 -8.963 0.63 1.77 0.42
O 15.219 26.084 -7.318 1.63 -3.74 -1.84
O 13.232 26.819 -6.833 -5.68 -1.49 2.21
O 14.252 27.764 -8.443 -0.49 1.47 -6.04
O 19.190 25.942 -5.928 -1.34 0.92 0.60
S 18.327 26.911 -5.287 1.12 1.42 1.29
O 16.943 27.099 -5.691 2.22 -0.86 0.70
O 18.343 26.531 -3.695 0.37 0.19 -1.82
C 17.807 27.488 -2.754 -0.91 0.31 0.39
C 18.915 28.022 -1.868 0.32 -1.07 0.00
C 19.184 28.616 -5.234 -1.01 -1.54 -0.24
H 17.068 26.881 -2.231 0.05 0.30 0.41
H 17.252 28.298 -3.227 -0.03 -0.16 -0.42
H 19.682 28.526 -2.456 -0.09 0.12 0.08
H 19.362 27.124 -1.441 0.37 0.13 0.18
H 18.607 28.645 -1.029 -0.34 0.08 -0.31
H 18.571 29.257 -4.600 -0.21 0.02 -0.48
H 19.185 28.884 -6.291 0.03 0.39 0.22
H 20.186 28.586 -4.808 -0.08 -0.61 -0.24
O 15.164 21.247 -12.394 -0.47 0.74 1.17
S 14.471 22.051 -11.417 -0.12 0.36 0.62
O 13.008 21.950 -11.355 1.74 0.59 0.23
O 15.079 21.649 -9.931 -0.50 0.10 -1.48
C 14.538 22.320 -8.762 -0.03 0.08 0.05
C 14.319 21.367 -7.615 -0.18 -0.84 0.43
C 15.030 23.830 -11.592 0.06 -0.97 -0.27
H 13.599 22.808 -9.024 0.23 0.10 -0.04
H 15.281 23.054 -8.450 -0.18 0.32 -0.19
H 13.755 20.471 -7.877 0.09 -0.03 -0.40
H 13.719 21.809 -6.820 0.01 0.51 -0.07
H 15.235 21.039 -7.124 0.15 0.02 -0.28
H 14.925 24.415 -10.679 -0.54 -0.27 0.02
H 14.512 24.268 -12.446 -0.39 -0.10 0.27
H 16.085 23.844 -11.866 0.05 -0.57 0.12
O 13.662 25.720 -2.451 0.89 -0.10 -3.25
S 14.178 25.537 -3.822 0.26 -0.98 1.77
O 14.710 26.673 -4.581 -0.89 -1.61 1.69
O 15.371 24.404 -3.589 -2.24 2.20 0.45
C 16.188 24.054 -4.663 1.28 -1.04 -1.64
C 16.338 22.574 -4.652 0.46 -1.21 0.88
C 13.060 24.524 -4.882 0.33 0.95 0.54
H 17.185 24.471 -4.521 -0.24 0.37 -0.15
H 15.831 24.225 -5.678 -0.38 1.31 0.20
H 15.400 22.029 -4.748 -0.14 0.16 -0.12
H 16.769 22.291 -3.692 0.09 -0.32 0.01
H 17.018 22.248 -5.439 0.01 0.05 -0.03
H 12.828 23.576 -4.397 0.39 0.15 0.20
H 13.604 24.426 -5.821 -0.13 -0.03 0.01
H 12.140 25.090 -5.031 0.25 0.16 -0.07
O 16.707 28.377 -7.778 2.74 1.44 -2.65
S 17.466 29.175 -8.771 -0.57 2.47 0.02
O 18.637 29.975 -8.341 -2.29 -2.47 -0.76
O 17.912 28.319 -10.057 0.46 0.71 1.15
C 17.041 27.349 -10.640 -1.33 -1.79 -0.27
C 17.210 27.084 -12.143 0.59 1.08 0.98
C 16.324 30.385 -9.607 0.72 -0.27 0.78
H 15.990 27.547 -10.430 -0.04 0.59 0.09
H 17.182 26.379 -10.163 0.45 0.12 0.46
H 16.533 26.251 -12.335 0.07 0.17 -0.36
H 18.245 26.826 -12.364 -0.08 -0.22 -0.06
H 16.961 27.973 -12.721 -0.23 -0.20 -0.17
H 15.949 31.125 -8.900 0.01 -0.51 0.47
H 15.484 29.864 -10.067 0.26 -0.07 -0.06
H 16.964 30.967 -10.270 -0.02 -0.52 -0.36
O 11.466 25.593 -12.894 1.14 1.31 0.20
S 12.328 26.765 -12.746 -0.40 0.56 1.01
O 13.780 26.625 -12.869 -2.41 0.50 -0.34
O 11.798 27.951 -13.775 1.45 -0.70 0.32
C 10.421 28.179 -14.045 -2.45 -0.83 -0.32
C 9.758 27.098 -14.929 1.12 -0.17 0.47
C 11.950 27.559 -11.104 0.45 -0.66 -1.02
H 10.190 29.115 -14.553 1.32 0.38 0.12
H 9.832 28.249 -13.131 0.32 -0.01 0.40
H 9.738 26.188 -14.329 -0.24 -0.18 -0.45
H 10.396 26.947 -15.799 -0.02 -0.19 -0.04
H 8.767 27.357 -15.302 0.01 0.24 0.34
H 12.645 28.362 -10.857 -0.03 0.02 -0.50
H 12.136 26.781 -10.364 -0.24 -0.14 -0.11
H 10.922 27.920 -11.125 0.15 -0.13 0.03
O 9.213 30.333 -7.962 2.35 0.61 -1.70
S 10.501 30.509 -8.663 -0.75 -0.83 2.66
O 10.630 30.164 -10.072 -0.18 0.50 1.14
O 10.962 32.064 -8.400 -0.55 -1.88 0.31
C 11.912 32.562 -9.312 -0.09 1.83 -2.16
C 12.383 33.924 -8.872 0.20 0.04 0.84
C 11.831 29.645 -7.664 -1.25 0.50 -1.80
H 11.357 32.732 -10.235 0.20 -0.37 -0.37
H 12.792 31.965 -9.550 -0.25 -0.69 0.46
H 12.959 34.459 -9.627 0.07 -0.40 -0.22
H 13.027 33.759 -8.008 -0.06 0.50 0.23
H 11.550 34.584 -8.629 -0.03 -0.17 0.25
H 12.019 30.195 -6.742 -0.18 -0.04 -0.42
H 12.645 29.593 -8.386 0.33 0.25 0.48
H 11.545 28.608 -7.486 -0.29 0.15 0.15
```
Positions in Å, forces in eV/Å.